# 1
# C29H55BCl6N3O3

A 4-piece molecular cluster, C29H55BCl6N3O3 overall at a distorted geometry (wB97M-V/def2-TZVPD, the Open Molecules 2025 dataset).

Its spin multiplicity is 1. Its frontier orbital gap is 7.82 eV. The total charge is +1. For the strongest force on any atom, the calculation gives 2.66 eV Å⁻¹.

Each line ends with the Löwdin charge.
Positions of all 97 atoms, in Å:
C1 -3.70 -0.39 1.84  -0.1259
C2 -2.94 -0.96 0.58  -0.2513
C3 -3.12 -2.53 0.54  -0.2207
C4 -2.58 -3.14 -0.81  -0.2159
C5 -1.11 -2.69 -1.17  -0.1910
C6 -0.08 -3.43 -0.20  -0.1617
C7 1.00 -4.25 -1.00  -0.1569
C8 2.51 -3.89 -0.68  -0.1234
C9 2.79 -2.40 -0.40  -0.0023
C10 2.74 -1.84 0.99  -0.1601
C11 2.38 -2.78 2.19  -0.0014
B1 1.20 -2.18 3.11  -0.6121
O1 0.94 -2.61 4.43  0.0990
O2 0.38 -1.22 2.53  0.0932
N1 2.99 -0.58 1.31  0.1575
N2 3.33 0.20 0.32  0.0712
C12 3.44 -0.06 -1.00  -0.0848
C13 3.88 1.09 -1.95  -0.0877
C14 3.04 2.41 -1.68  -0.1840
C15 2.18 2.76 -2.96  -0.1672
C16 1.70 4.26 -2.84  -0.1868
N3 0.27 4.34 -3.24  0.0344
C17 -0.56 3.83 -2.18  -0.5057
C18 -0.61 4.48 -0.76  -0.0009
O3 -1.21 2.83 -2.40  0.0417
C19 3.16 -1.43 -1.45  -0.0153
C20 3.30 -1.83 -2.94  -0.2696
C21 1.98 -2.52 -3.52  -0.0396
C22 4.54 -2.82 -3.20  -0.1900
C23 5.56 -2.91 -2.00  -0.0930
H1 -3.93 -1.26 2.50  0.0690
H2 -3.03 0.29 2.41  0.0412
H3 -4.62 0.13 1.48  0.0694
H4 -1.83 -0.78 0.64  0.0818
H5 -3.29 -0.52 -0.39  0.1148
H6 -2.57 -3.03 1.38  0.1054
H7 -4.22 -2.71 0.59  0.1150
H8 -2.65 -4.26 -0.75  0.1130
H9 -3.31 -2.85 -1.61  0.1125
H10 -0.97 -3.00 -2.24  0.0972
H11 -0.98 -1.59 -1.14  0.0976
H12 -0.72 -4.17 0.36  0.1095
H13 0.32 -2.74 0.57  0.0778
H14 0.76 -4.23 -2.09  0.0827
H15 0.87 -5.33 -0.70  0.1210
H16 2.86 -4.57 0.13  0.1226
H17 3.11 -4.17 -1.58  0.0965
H18 2.22 -3.83 1.85  0.1059
H19 3.31 -2.80 2.83  0.1373
H20 0.75 -3.56 4.47  0.1233
H21 -0.47 -1.11 3.03  0.0175
H22 3.55 1.17 0.58  0.1797
H23 3.93 0.78 -3.01  0.1038
H24 4.94 1.33 -1.64  0.1376
H25 2.44 2.36 -0.74  0.1086
H26 3.76 3.26 -1.54  0.1219
H27 2.83 2.56 -3.85  0.1171
H28 1.33 2.04 -3.00  0.1172
H29 1.87 4.59 -1.78  0.1097
H30 2.37 4.92 -3.46  0.1270
H31 0.16 3.66 -3.99  0.1181
H32 -0.10 5.47 -0.85  0.0842
H33 -0.13 3.85 0.01  0.0853
H34 -1.69 4.68 -0.52  0.0949
H35 3.49 -0.96 -3.61  0.1147
H36 1.93 -2.29 -4.61  0.0968
H37 2.10 -3.62 -3.42  0.0655
H38 1.07 -2.21 -2.95  0.0733
H39 4.20 -3.85 -3.47  0.1054
H40 5.11 -2.44 -4.09  0.1162
H41 5.13 -3.60 -1.24  0.0656
H42 5.82 -1.90 -1.61  0.0777
H43 6.50 -3.35 -2.42  0.0882
Cl1 -1.64 -0.81 4.90  0.6552
C24 -0.22 -0.10 5.72  -0.6194
C25 -0.61 0.70 6.94  -0.6421
Cl2 -1.48 2.20 6.51  0.5577
H44 0.32 0.51 4.99  0.0796
H45 0.43 -0.93 6.01  0.0679
H46 0.29 1.00 7.48  0.0775
H47 -1.24 0.12 7.61  0.0742
Cl3 -5.35 2.39 3.84  0.5399
C26 -5.36 3.25 5.40  -0.6641
C27 -5.39 2.31 6.58  -0.6808
Cl4 -6.94 1.45 6.71  0.5436
H48 -6.21 3.93 5.41  0.0697
H49 -4.45 3.86 5.43  0.0647
H50 -5.25 2.87 7.50  0.0738
H51 -4.59 1.56 6.51  0.0420
Cl5 -2.80 5.25 -6.49  0.5389
C28 -3.28 4.73 -4.86  -0.6771
C29 -4.62 4.02 -4.85  -0.6668
Cl6 -5.96 5.13 -5.21  0.5431
H52 -3.29 5.61 -4.21  0.0703
H53 -2.51 4.05 -4.50  0.0424
H54 -4.81 3.60 -3.86  0.0718
H55 -4.65 3.21 -5.58  0.0689

---

# 2
# C14H22Br2FN3O5PS4

A 2-piece molecular cluster, C14H22Br2FN3O5PS4 overall at a distorted geometry (wB97M-V/def2-TZVPD, the Open Molecules 2025 dataset).

Its spin multiplicity is 1. Its frontier orbital gap is 6.33 eV. The total charge is +1. For the strongest force on any atom, the calculation gives 2.17 eV Å⁻¹.

Each line ends with the Löwdin charge.
Positions of all 52 atoms, in Å:
C1 3.27 -2.72 2.51  0.0390
C2 2.21 -1.99 2.20  -0.1895
C3 2.33 -0.83 1.26  -0.1458
C4 1.24 -0.69 0.14  -0.4220
C5 0.67 -2.03 -0.28  -0.1966
C6 1.70 -3.10 -0.69  -0.0515
C7 1.99 0.06 -0.96  -0.1403
N1 1.20 0.76 -2.04  -0.4310
Br1 2.07 2.50 -2.24  1.0391
C8 1.48 0.15 -3.40  -0.1984
C9 1.21 -1.35 -3.53  -0.7712
O1 2.12 -2.12 -3.50  0.0797
Br2 -0.57 -2.00 -3.86  0.8759
C10 -0.31 0.95 -1.84  -0.3783
P1 -1.01 2.39 -2.90  0.3646
S1 -2.87 1.99 -3.24  0.2571
C11 -0.80 0.94 -0.37  -0.4359
N2 -2.17 0.47 -0.28  0.0421
C12 -2.51 -0.67 -0.60  -0.7797
S2 -3.01 -2.12 -0.64  0.8693
S3 -1.01 2.66 0.35  0.5964
O2 -1.33 2.53 1.72  -0.2510
O3 0.16 3.42 0.04  -0.2972
F1 -2.25 3.25 -0.33  -0.1318
C13 0.16 0.30 0.71  -0.5079
S4 -0.72 -0.31 2.16  0.9282
H1 4.12 -2.77 1.84  0.0699
H2 3.29 -3.29 3.42  0.0679
H3 1.27 -2.24 2.67  0.0810
H4 3.28 -0.97 0.74  0.1182
H5 2.42 0.10 1.82  0.1341
H6 0.02 -2.44 0.48  0.0832
H7 0.01 -1.85 -1.14  0.0435
H8 1.75 -3.85 0.09  0.0829
H9 1.45 -3.61 -1.61  0.0699
H10 2.70 -2.68 -0.75  0.0780
H11 2.73 -0.61 -1.39  0.1375
H12 2.58 0.81 -0.44  0.0959
H13 0.95 0.68 -4.18  0.1031
H14 2.53 0.29 -3.58  0.1147
H15 -0.77 0.13 -2.39  0.0275
H16 -0.31 2.39 -4.12  -0.0181
H17 -0.76 3.61 -2.27  -0.0156
H18 0.76 1.12 1.10  0.0924
H19 -1.19 -1.50 1.74  -0.1113
C14 -4.02 2.28 3.40  0.0368
N3 -4.64 1.71 4.63  -0.4561
O4 -4.01 0.88 5.24  0.0656
O5 -5.74 2.13 4.93  0.0739
H20 -3.05 1.82 3.26  0.0542
H21 -4.68 2.06 2.57  0.1027
H22 -3.93 3.35 3.54  0.1044

---

# 3
# H33O16

A 16-piece molecular cluster, H33O16 overall at a distorted geometry (wB97M-V/def2-TZVPD, the Open Molecules 2025 dataset).

Its spin multiplicity is 1. For the energy above the lowest of the compared OMol25 structures with the same formula, charge and spin, the calculation gives 67.9 kcal/mol. Its frontier orbital gap is 11.02 eV. The total charge is +1. For the strongest force on any atom, the calculation gives 3.99 eV Å⁻¹.

Each line ends with the Löwdin charge.
Positions of all 49 atoms, in Å:
O1 -0.33 1.45 -3.97  -0.0468
H1 0.57 1.49 -3.61  0.0540
H2 -0.07 0.84 -4.67  0.0519
O2 1.39 -2.26 2.82  -0.0538
H3 1.61 -3.14 3.11  0.0458
H4 2.15 -1.72 2.56  0.0142
O3 -2.23 3.39 -1.81  -0.0369
H5 -1.99 4.10 -1.23  0.0369
H6 -1.70 2.86 -2.40  0.0092
O4 3.21 -3.10 -2.58  -0.0537
H7 3.69 -2.50 -2.00  0.0257
H8 -0.68 1.17 0.75  0.0065
O5 -0.05 -3.47 -3.45  -0.0479
H9 -0.90 -3.63 -3.87  0.0433
H10 0.54 -3.95 -4.03  0.0525
O6 -4.54 -2.78 -0.92  -0.0239
H11 -4.94 -1.97 -0.60  0.0563
H12 -3.07 -1.92 -0.20  0.1390
O7 -3.11 -0.53 2.50  -0.0223
H13 -3.57 -1.29 2.90  0.0913
H14 -2.47 -0.37 3.21  0.0643
O8 0.81 1.72 1.50  -0.0516
H15 2.98 -3.88 -2.06  0.0372
H16 1.42 1.07 1.10  0.0217
O9 0.69 4.17 3.40  -0.0494
H17 -1.09 -2.84 3.67  0.0462
O10 -2.57 -1.05 0.03  0.1156
H18 -2.63 -0.76 1.01  0.0800
H19 -1.75 -1.09 -0.50  0.0786
O11 2.23 -0.69 0.93  -0.0558
H20 1.92 -1.41 0.36  0.0692
H21 3.18 -0.50 0.87  0.0420
O12 -0.77 -1.06 -1.93  -0.0310
H22 -4.85 -3.02 -1.79  0.0712
H23 -1.10 -0.18 -2.16  0.0468
O13 -1.51 0.94 0.30  -0.0484
H24 -1.93 1.76 0.03  0.0518
H25 -0.80 -1.57 -2.75  0.0277
O14 -1.19 -1.96 4.05  -0.0583
H26 -0.66 -1.43 3.43  0.0211
H27 0.56 4.24 4.34  0.0347
O15 2.38 5.08 -0.96  -0.0494
H28 2.37 4.13 -1.16  0.0200
H29 2.89 5.05 -0.14  0.0284
O16 4.73 0.96 0.26  -0.0444
H30 5.57 1.28 0.60  0.0591
H31 4.43 1.62 -0.37  0.0419
H32 0.99 1.84 2.44  0.0409
H33 0.21 4.91 2.99  0.0482

---

# 4
# C17H17BrN2O4

C17H17BrN2O4 in the gas phase at a distorted geometry (wB97M-V/def2-TZVPD, the Open Molecules 2025 dataset).

Its spin multiplicity is 1. For the energy above the lowest of the compared OMol25 structures with the same formula, charge and spin, the calculation gives 0.0 kcal/mol. Its structure (SMILES) is O=C(COc1ccccc1Br)N1CCN(C(=O)c2ccco2)CC1. Its frontier orbital gap is 9.33 eV. For the strongest force on any atom, the calculation gives 1.35 eV Å⁻¹.

Each line ends with the Löwdin charge.
Positions of all 41 atoms, in Å:
O1 0.63 1.55 -0.05  0.0734
C1 -0.03 0.53 -0.14  -0.4460
N1 -0.17 -0.33 0.89  -0.0402
C2 0.67 -0.12 2.05  -0.0901
H1 0.15 -0.51 2.93  0.1254
H2 0.83 0.95 2.17  0.1238
C3 2.03 -0.84 1.83  -0.0956
N2 1.89 -1.75 0.71  -0.0418
C4 2.22 -1.42 -0.58  -0.3891
O2 1.62 -1.90 -1.53  0.0689
C5 3.35 -0.52 -0.82  -0.1801
C6 3.66 0.08 -2.02  0.0181
C7 4.84 0.82 -1.80  -0.0412
C8 5.18 0.61 -0.50  -0.0968
O3 4.29 -0.19 0.10  0.0352
H3 6.00 0.96 0.10  0.1246
H4 5.38 1.42 -2.51  0.1039
H5 3.10 0.00 -2.93  0.1213
C9 0.72 -2.59 0.86  -0.0960
H6 0.79 -3.09 1.83  0.1250
H7 0.73 -3.34 0.06  0.1254
C10 -0.56 -1.72 0.76  -0.0928
H8 -1.25 -1.96 1.58  0.1297
H9 -1.07 -1.89 -0.18  0.1114
H10 2.31 -1.42 2.71  0.1262
H11 2.82 -0.12 1.62  0.1133
C11 -0.79 0.20 -1.43  -0.0804
O4 -2.12 -0.23 -1.21  -0.1133
C12 -3.01 0.64 -0.67  -0.3096
C13 -2.78 1.98 -0.40  -0.0020
C14 -3.80 2.76 0.14  -0.0755
C15 -5.04 2.22 0.41  -0.0942
C16 -5.27 0.88 0.16  -0.1257
C17 -4.26 0.11 -0.37  -0.5875
Br1 -4.53 -1.75 -0.69  0.7812
H12 -6.23 0.43 0.38  0.1012
H13 -5.83 2.83 0.83  0.1017
H14 -3.61 3.81 0.34  0.1061
H15 -1.82 2.43 -0.59  0.1093
H16 -0.28 -0.63 -1.93  0.1294
H17 -0.75 1.08 -2.08  0.1433

---

# 5
# C2H4N2

C2H4N2 in the gas phase at a distorted geometry (wB97M-V/def2-TZVPD, the Open Molecules 2025 dataset).

Its spin multiplicity is 1. For the energy above the lowest of the compared OMol25 structures with the same formula, charge and spin, the calculation gives 36.6 kcal/mol. Its structure (SMILES) is CN=C=N. Its frontier orbital gap is 10.19 eV. For the strongest force on any atom, the calculation gives 2.74 eV Å⁻¹.

Each line ends with the Löwdin charge.
Positions of all 8 atoms, in Å:
C1 -1.22 -0.01 0.09  -0.3283
C2 1.37 -0.04 -0.04  -0.1514
N1 -0.03 0.21 0.22  0.0219
N2 -2.42 -0.17 0.18  0.1283
H1 1.65 -0.51 -1.06  0.0856
H2 1.91 1.02 0.13  0.1034
H3 1.96 -0.80 0.64  0.0889
H4 -3.23 0.30 -0.16  0.0516

---

# 6
# C6H10O

C6H10O as an isolated structure (wB97M-V/def2-TZVPD, the Open Molecules 2025 dataset).

Its spin multiplicity is 1. For the energy above the lowest of the compared OMol25 structures with the same formula, charge and spin, the calculation gives 92.7 kcal/mol. Its frontier orbital gap is 8.61 eV. For the strongest force on any atom, the calculation gives 0.40 eV Å⁻¹.

Each line ends with the Löwdin charge.
Positions of all 17 atoms, in Å:
C1 2.54 -0.31 0.22  -0.1049
C2 1.31 0.58 0.12  -0.2034
C3 0.12 0.00 0.87  -0.3950
O1 -1.04 0.85 0.83  -0.0806
C4 -1.74 -0.26 0.22  -0.4240
C5 -2.30 0.07 -1.15  -0.0343
C6 -0.55 -1.18 0.21  0.2182
H1 2.32 -1.32 -0.15  0.0726
H2 2.88 -0.40 1.26  0.0757
H3 3.37 0.10 -0.37  0.0728
H4 1.03 0.73 -0.93  0.1139
H5 1.50 1.58 0.54  0.1199
H6 0.40 -0.26 1.90  0.1633
H7 -2.53 -0.65 0.88  0.1551
H8 -2.84 -0.79 -1.56  0.0851
H9 -2.98 0.93 -1.06  0.0855
H10 -1.50 0.34 -1.84  0.0802

---

# 7
# C4H25NO9

A 10-piece molecular cluster, C4H25NO9 overall at a distorted geometry (wB97M-V/def2-TZVPD, the Open Molecules 2025 dataset).

Its spin multiplicity is 1. For the energy above the lowest of the compared OMol25 structures with the same formula, charge and spin, the calculation gives 84.4 kcal/mol. Its structure (SMILES) is C=N/C=C/C.O.O.O.O.O.O.O.O.O. Its frontier orbital gap is 8.54 eV. For the strongest force on any atom, the calculation gives 3.98 eV Å⁻¹.

Each line ends with the Löwdin charge.
Positions of all 39 atoms, in Å:
C1 3.16 1.75 -0.96  -0.1430
C2 2.71 0.36 -0.93  -0.1097
C3 1.38 0.11 -1.07  -0.1680
N1 0.82 -1.10 -0.63  -0.0218
C4 -0.28 -1.50 -1.17  -0.0203
H1 4.21 1.97 -0.79  0.0691
H2 2.75 2.39 -0.18  0.0523
H3 2.98 2.27 -1.89  0.0801
H4 3.28 -0.49 -0.63  0.0941
H5 0.75 0.93 -1.52  0.1105
H6 -0.80 -0.99 -1.95  0.0461
H7 -0.78 -2.26 -0.57  0.0790
H8 1.72 -3.99 -1.54  0.0328
H9 0.42 -3.80 -0.75  -0.0374
O1 0.78 -4.16 -1.56  -0.0612
H10 0.05 1.47 2.61  0.0513
H11 -0.52 2.36 1.64  0.0274
O2 -0.83 1.72 2.31  -0.0626
H12 -1.03 0.58 -3.79  0.1155
H13 -0.65 -1.07 -3.93  0.0250
O3 -0.31 -0.18 -3.93  -0.1132
H14 0.78 3.97 -0.51  0.0867
H15 -0.06 2.80 -0.68  -0.0068
O4 0.81 3.01 -0.28  -0.0996
H16 1.06 -2.30 0.83  -0.0004
H17 1.35 -3.25 1.95  0.0570
O5 1.01 -3.23 1.05  -0.0677
H18 -2.45 0.42 0.47  0.0558
H19 -3.20 1.08 1.71  0.0338
O6 -3.01 1.14 0.77  -0.0366
H20 -1.48 -1.88 2.74  -0.0285
H21 -0.47 -2.85 2.37  -0.0113
O7 -1.40 -2.83 2.66  -0.0684
H22 -2.69 0.31 3.25  0.0361
H23 -1.62 0.28 4.22  0.0502
O8 -2.09 -0.34 3.66  -0.0456
H24 -2.25 2.46 -0.21  0.0033
H25 -2.18 2.12 -1.72  0.0428
O9 -1.89 2.74 -1.06  -0.0467

---

# 8
# C15H19AuN4O5PTe

C15H19AuN4O5PTe as an isolated structure at a distorted geometry (wB97M-V/def2-TZVPD, the Open Molecules 2025 dataset).

Its spin multiplicity is 3. For the energy above the lowest of the compared OMol25 structures with the same formula, charge and spin, the calculation gives 0.0 kcal/mol. Its frontier orbital gap (alpha / beta) is 6.52 / 6.27 eV. The total charge is +1. For the strongest force on any atom, the calculation gives 1.26 eV Å⁻¹.

Each line ends with the Löwdin charge.
Positions of all 46 atoms, in Å:
Au1 -0.33 -1.62 -0.14  1.1226
C1 -1.72 3.83 1.37  -0.0503
C2 -1.12 2.75 2.00  -0.0542
C3 -1.18 1.50 1.43  -0.0242
C4 -1.84 1.33 0.22  -0.2476
C5 -2.44 2.41 -0.42  -0.0136
C6 -2.38 3.66 0.16  -0.0569
N1 -1.91 0.01 -0.29  -0.0108
N2 -2.69 -0.19 -1.22  0.1092
C7 -2.68 -1.47 -1.80  -0.2895
C8 -3.74 -1.85 -2.59  0.0229
C9 -3.73 -3.11 -3.17  -0.0153
C10 -2.63 -3.94 -2.97  -0.0118
C11 -1.59 -3.49 -2.18  -0.0751
N3 -1.62 -2.28 -1.60  -0.0308
H1 -1.68 4.82 1.83  0.1144
H2 -0.61 2.89 2.95  0.1127
H3 -0.73 0.64 1.91  0.0953
H4 -2.95 2.26 -1.37  0.1110
H5 -2.85 4.50 -0.33  0.1140
H6 -4.56 -1.16 -2.71  0.1278
H7 -4.56 -3.44 -3.77  0.1255
H8 -2.58 -4.92 -3.42  0.1235
H9 -0.70 -4.08 -1.99  0.1084
O1 1.39 -3.75 1.57  -0.0644
N4 1.56 -4.11 0.45  -0.2154
O2 0.89 -3.46 -0.47  -0.3026
C12 3.52 -0.81 3.59  -0.0956
C13 2.84 0.51 3.30  -0.2188
O3 2.75 0.83 1.87  -0.2511
P1 2.19 -0.16 0.80  0.1060
O4 0.99 -0.91 1.33  -0.4601
Te1 3.97 -1.55 -0.08  0.8175
O5 1.65 0.79 -0.34  -0.3121
C14 2.49 1.75 -1.04  -0.2675
C15 1.69 2.29 -2.19  -0.0583
H10 3.55 -0.95 4.67  0.0930
H11 4.54 -0.82 3.20  0.0709
H12 2.96 -1.65 3.16  0.0567
H13 3.39 1.34 3.72  0.1243
H14 1.82 0.52 3.69  0.1178
H15 3.40 1.25 -1.37  0.0797
H16 2.76 2.54 -0.33  0.1232
H17 1.50 1.51 -2.93  0.0845
H18 2.25 3.10 -2.68  0.0890
H19 0.74 2.69 -1.84  0.0759